(1)
Below is C8B2BaO16 as an isolated structure, with properties calculated with the ωB97M-V functional and the def2-TZVPD basis.

Cartesian coordinates (Å):
O 6.12 1.64 0.83
O -8.06 -2.70 -1.84
O -9.76 -3.75 -0.48
O -6.08 -1.64 -1.57
C 6.33 4.11 0.86
B 8.67 4.06 1.15
O -11.15 -5.97 -2.74
O -5.35 -4.09 -0.21
O -9.20 -4.81 -2.56
O 7.38 4.90 0.88
C -6.44 -3.90 -0.79
C -10.77 -4.56 -0.81
O -11.77 -4.71 -0.14
C 10.52 4.65 2.43
O 9.77 4.47 0.24
O 11.96 5.36 0.52
C -6.83 -2.58 -1.43
C 10.88 4.88 0.98
O 9.28 4.16 2.47
O 11.28 4.90 3.37
B -8.68 -4.02 -1.43
C 6.86 2.62 0.85
O -7.54 -4.69 -0.76
C -10.41 -5.17 -2.19
Ba -0.35 -0.24 0.65
O 8.23 2.64 0.89
O 5.12 4.45 0.80

Summary:
* spin multiplicity: 1
* F_max: 0.108 Eh/bohr
* orbital gap: 2.3 eV
* molecular weight: 511.02 g/mol
* calculated total energy: -43105.9173 eV

Results of the natural (NBO) charge analysis, in e, for atoms 1 through 8: -0.6043, -0.6236, -0.6573, -0.6150, 0.6849, 1.1810, -0.5394, -0.6082

=====

(2)
Below is C21H51GaN4P2S as an isolated structure, with properties calculated with the ωB97M-V functional and the def2-TZVPD basis.

Cartesian coordinates (Å):
H 14.42 7.83 5.63
H 11.83 7.98 4.74
H 13.83 7.75 9.39
H 13.00 11.28 5.92
Ga 9.61 12.22 7.23
H 7.36 9.57 7.67
C 10.23 8.29 7.49
H 12.13 10.41 11.19
C 12.96 9.16 6.26
H 11.35 6.40 7.74
H 4.63 14.19 7.13
P 11.72 9.47 7.59
H 9.71 8.43 5.36
H 14.37 10.76 6.85
C 11.59 10.25 10.25
C 12.31 15.14 8.15
H 12.82 9.32 4.10
H 7.48 10.84 10.07
H 14.12 10.61 10.18
C 13.72 10.48 6.06
H 14.36 10.51 5.24
H 4.79 13.14 8.42
C 7.22 11.87 9.85
H 10.70 9.72 10.40
N 10.40 13.74 8.42
H 12.39 15.38 9.21
H 9.10 9.17 9.16
H 13.60 6.97 6.90
P 7.45 11.86 8.02
H 8.33 8.30 6.37
H 10.82 14.72 6.63
H 13.25 13.80 6.98
H 11.23 13.26 8.82
C 9.29 8.74 6.29
H 5.76 11.15 5.54
N 13.06 13.91 7.95
H 13.63 11.54 8.93
C 10.59 6.81 7.02
C 12.18 9.00 4.91
C 8.05 12.82 10.73
H 11.84 11.62 7.51
H 7.01 14.07 7.99
H 12.71 15.99 7.58
H 8.40 7.66 8.61
H 7.54 10.82 5.36
H 9.24 9.82 6.30
H 14.73 8.35 7.25
H 6.80 13.49 6.31
C 6.71 10.38 7.34
H 6.23 9.47 5.38
C 6.58 13.34 7.33
C 12.51 9.63 9.30
H 10.17 15.76 7.98
N 11.09 10.98 7.41
H 9.05 12.66 10.56
H 13.98 13.96 8.40
H 14.47 10.03 8.47
C 13.93 8.00 6.56
N 11.39 12.57 3.76
H 7.90 12.46 11.74
C 9.38 8.17 8.81
H 9.66 6.26 6.84
S 9.12 13.22 5.33
H 6.07 11.80 10.01
H 9.81 13.90 9.26
C 6.57 10.44 5.75
C 10.44 12.84 4.36
H 11.30 9.62 4.86
H 11.17 6.82 6.08
H 12.10 7.42 9.60
H 7.79 13.90 10.62
C 13.79 10.51 9.17
C 12.92 8.22 9.77
C 10.87 14.92 7.69
H 11.39 11.29 9.95
H 9.93 7.62 9.61
H 5.76 10.24 7.79
H 13.12 8.19 10.85
H 4.54 12.54 6.72
C 5.04 13.28 7.40

Summary:
* spin multiplicity: 1
* net charge: +2
* F_max: 0.060 Eh/bohr
* orbital gap: 10.3 eV
* molecular weight: 523.40 g/mol
* calculated total energy: -110341.0651 eV

Results of the Löwdin charge analysis, in e, for atoms 1 through 8: 0.0808, 0.0768, 0.0786, 0.0616, 0.1636, 0.0362, -0.5030, 0.1142

=====

(3)
Below is a 2-piece molecular cluster, C6H12O overall, with properties calculated with the ωB97M-V functional and the def2-TZVPD basis.

Cartesian coordinates (Å):
C -1.00 -0.28 1.17
H 1.36 1.73 0.53
H -0.68 1.36 -0.77
H -1.64 0.63 -2.06
H 2.50 -1.12 -0.05
C 1.66 0.71 0.77
C -1.63 0.85 -0.98
H -1.27 -1.02 1.92
H -2.69 -0.90 -0.19
H 1.87 0.48 1.81
H 2.05 0.18 -1.31
C 2.14 -0.12 -0.28
H 2.99 0.65 0.19
H -2.44 1.54 -0.74
H -0.94 0.72 1.59
C -1.71 -0.41 -0.15
C -0.50 -1.28 -0.27
H -0.61 -2.27 0.21
O 0.43 -1.12 -1.12

Summary:
* spin multiplicity: 1
* F_max: 0.007 Eh/bohr
* orbital gap (spin up / spin down): 7.4 / 7.4 eV
* molecular weight: 100.16 g/mol
* calculated total energy: -8458.0993 eV

Results of the natural (NBO) charge analysis, in e, for atoms 1 through 8: -0.5607, 0.2253, 0.1907, 0.2166, 0.2628, -0.2690, -0.5957, 0.2025

=====

- What is the calculated total energy in the second record?
  -110341.0651 eV

=====

- Which of these has the lowest F_max?
  C6H12O